Formula: C29H64N2O9S3
Source: the Open Molecules 2025 dataset
Level of theory: wB97M-V/def2-TZVPD

XYZ file:
```
107
C29H64N2O9S3 wB97M-V/def2-TZVPD
O -6.915 -2.674 3.362
S -7.929 -3.686 3.364
O -8.210 -4.420 4.550
C -9.405 -2.977 2.696
C -9.072 -2.347 1.333
C -10.289 -1.596 0.803
C -10.085 -0.810 -0.500
C -8.816 0.058 -0.562
S -9.249 1.766 -0.178
C -7.705 2.472 0.197
S -6.255 1.878 -0.225
N -7.853 3.682 0.889
C -8.695 3.931 1.965
C -8.496 5.219 2.285
N -7.566 5.799 1.442
C -7.197 4.862 0.635
C -8.632 -3.477 0.399
C -7.405 -4.221 0.905
O -7.589 -4.752 2.239
H -9.741 -2.234 3.421
H -10.132 -3.785 2.592
H -8.219 -1.689 1.517
H -11.065 -2.346 0.602
H -10.703 -0.947 1.581
H -10.093 -1.485 -1.358
H -10.959 -0.163 -0.622
H -8.034 -0.254 0.128
H -8.377 0.026 -1.559
H -9.332 3.179 2.395
H -8.978 5.765 3.080
H -6.482 4.939 -0.169
H -9.455 -4.184 0.249
H -8.379 -3.076 -0.588
H -7.222 -5.096 0.283
H -6.507 -3.601 0.874
C -1.406 1.656 -1.025
C -1.465 2.742 0.039
C -2.025 2.212 1.348
O -2.249 3.847 -0.423
H -2.410 1.272 -1.234
H -0.999 2.054 -1.954
H -0.782 0.821 -0.701
H -0.464 3.136 0.206
H -3.048 1.850 1.199
H -2.058 3.002 2.097
H -1.423 1.388 1.735
H -3.147 3.527 -0.567
C 3.669 2.878 2.241
C 2.632 2.262 1.315
C 3.282 1.618 0.103
O 1.674 3.244 0.915
H 4.225 3.659 1.715
H 3.189 3.332 3.109
H 4.383 2.128 2.587
H 2.054 1.516 1.865
H 3.830 2.360 -0.480
H 2.521 1.176 -0.544
H 3.990 0.845 0.395
H 2.142 3.928 0.422
C 7.785 -0.515 -1.396
C 6.719 0.434 -1.915
C 7.213 1.264 -3.090
O 6.263 1.294 -0.868
H 8.652 0.054 -1.046
H 7.394 -1.095 -0.561
H 8.121 -1.204 -2.173
H 5.839 -0.139 -2.216
H 8.065 1.875 -2.781
H 6.429 1.939 -3.437
H 7.525 0.629 -3.922
H 7.017 1.823 -0.581
C 9.655 5.215 -3.891
C 8.195 4.799 -3.971
C 7.467 5.508 -5.101
O 7.538 5.030 -2.725
H 9.733 6.288 -3.694
H 10.158 4.690 -3.078
H 10.181 5.000 -4.822
H 8.135 3.721 -4.124
H 7.481 6.590 -4.940
H 6.425 5.191 -5.142
H 7.933 5.301 -6.065
H 7.567 5.977 -2.548
C 5.231 -3.102 2.660
C 5.115 -2.153 1.482
C 3.693 -2.107 0.942
O 6.028 -2.550 0.460
H 4.969 -4.109 2.326
H 6.256 -3.132 3.029
H 4.573 -2.827 3.485
H 5.425 -1.146 1.771
H 3.389 -3.105 0.613
H 3.626 -1.433 0.089
H 2.989 -1.772 1.706
H 5.788 -3.447 0.192
C 3.487 -7.587 -0.591
C 3.842 -6.607 0.514
C 2.602 -5.993 1.144
O 4.714 -5.588 0.014
H 2.942 -7.075 -1.389
H 4.388 -8.019 -1.024
H 2.859 -8.395 -0.214
H 4.424 -7.120 1.281
H 2.032 -5.438 0.392
H 2.874 -5.297 1.937
H 1.952 -6.762 1.563
H 4.237 -5.116 -0.679
```

Orbital gap   8.55 eV
Molar mass   681.037 g mol⁻¹
Max |F|   0.6 eV/A
SMILES string   O=S1(=O)C[C@H](CCCSC(=S)n2ccnc2)CCO1.CC(C)O.CC(C)O.CC(C)O.CC(C)O.CC(C)O.CC(C)O
HOMO energy   -9.21 eV
Total energy   -85023.8301 eV

=====

Formula: C14H15N3OS2
Source: the Open Molecules 2025 dataset
Level of theory: wB97M-V/def2-TZVPD

XYZ file:
```
35
C14H15N3OS2 wB97M-V/def2-TZVPD
O -1.211 1.557 0.456
N 1.936 -0.383 1.333
N -2.395 -0.164 -2.685
S 2.443 -1.715 4.991
C 0.874 0.375 1.344
C 2.095 -0.800 2.634
C 1.070 -0.239 3.407
C 2.927 -1.645 3.307
C 1.001 -0.648 4.687
C -2.963 0.300 -3.811
C -1.095 0.178 -2.402
C -0.392 0.954 -3.308
C -0.987 1.418 -4.508
C -2.289 1.061 -4.751
N 0.361 0.583 2.618
S 0.079 1.088 -0.049
C 4.151 -2.338 2.748
C 0.003 -0.159 5.725
C -2.967 1.466 -6.007
C -0.490 -0.315 -1.095
H -4.018 0.005 -3.983
H 0.644 1.256 -3.111
H -0.431 2.059 -5.193
H -0.604 0.901 2.749
H 5.031 -1.790 3.042
H 4.122 -2.304 1.621
H 4.273 -3.387 3.070
H -0.363 -1.018 6.291
H -0.867 0.317 5.255
H 0.425 0.507 6.463
H -2.250 1.825 -6.772
H -3.507 0.592 -6.432
H -3.691 2.303 -5.748
H -1.269 -0.844 -0.576
H 0.352 -0.995 -1.312
```

ΔE to the lowest compared entry with this formula, charge and spin   164.5 kJ/mol
Orbital gap   8.01 eV
Molar mass   305.428 g mol⁻¹
Max |F|   3.0 eV/A
HOMO energy   -7.73 eV
Total energy   -42948.1224 eV

=====

Formula: C47H34F9N3P2S2Sr
Source: the Open Molecules 2025 dataset
Level of theory: wB97M-V/def2-TZVPD

XYZ file:
```
98
C47H34F9N3P2S2Sr wB97M-V/def2-TZVPD
Sr 0.454 0.330 0.078
C 4.457 2.741 2.849
S 3.093 1.930 3.700
C 1.802 2.025 2.525
S 0.346 1.137 2.909
N 2.002 2.820 1.504
N 1.147 2.630 0.442
C 0.628 3.618 -0.151
C -0.258 3.340 -1.327
C -0.951 4.381 -1.913
C -1.816 4.108 -2.961
C -1.963 2.803 -3.386
C -1.235 1.817 -2.740
N -0.396 2.062 -1.731
H 5.160 3.055 3.619
H 4.089 3.615 2.318
H 4.946 2.063 2.148
H 0.738 4.643 0.201
H -0.815 5.391 -1.546
H -2.378 4.907 -3.430
H -2.630 2.541 -4.196
H -1.323 0.782 -3.051
C 8.350 -0.186 -0.116
C 7.594 -0.585 0.981
C 6.209 -0.525 0.925
C 5.557 -0.086 -0.229
C 6.324 0.308 -1.321
C 7.714 0.263 -1.265
P 3.734 -0.056 -0.187
C 3.266 0.882 -1.701
C 3.409 2.275 -1.675
C 2.985 3.057 -2.738
C 2.386 2.463 -3.846
C 2.231 1.086 -3.884
C 2.669 0.299 -2.819
C 3.165 -1.752 -0.557
C 4.006 -2.842 -0.764
C 3.448 -4.108 -0.930
C 2.067 -4.254 -0.898
C 1.256 -3.133 -0.712
C 1.754 -1.832 -0.524
H 9.431 -0.222 -0.073
H 8.083 -0.934 1.881
H 5.622 -0.825 1.788
H 5.837 0.651 -2.227
H 8.297 0.574 -2.122
H 3.836 2.748 -0.796
H 3.108 4.134 -2.698
H 2.043 3.072 -4.674
H 1.773 0.614 -4.745
H 2.546 -0.776 -2.851
H 5.085 -2.723 -0.795
H 4.089 -4.970 -1.080
H 1.625 -5.238 -1.017
H 0.177 -3.303 -0.716
F -6.407 -6.331 -0.128
C -6.188 -5.534 -1.185
F -5.749 -6.307 -2.184
F -7.384 -5.044 -1.555
C -5.226 -4.427 -0.847
C -5.552 -3.566 0.199
C -4.693 -2.540 0.535
C -3.501 -2.362 -0.171
C -3.185 -3.226 -1.210
C -4.051 -4.265 -1.552
P -2.320 -1.046 0.259
C -3.315 0.499 0.147
C -4.346 0.612 -0.787
C -4.946 1.839 -1.028
C -4.517 2.966 -0.342
C -3.505 2.867 0.598
C -2.904 1.639 0.840
C -5.174 4.294 -0.603
F -5.571 4.407 -1.882
F -4.344 5.320 -0.357
F -6.260 4.481 0.160
C -2.065 -1.301 2.051
C -2.843 -0.726 3.051
C -2.577 -0.998 4.383
C -1.536 -1.851 4.717
C -0.750 -2.425 3.732
C -1.009 -2.145 2.400
C -1.217 -2.120 6.165
F -2.246 -1.814 6.970
F -0.922 -3.413 6.372
F -0.163 -1.408 6.579
H -6.474 -3.708 0.748
H -4.945 -1.878 1.356
H -2.257 -3.100 -1.754
H -3.802 -4.941 -2.358
H -4.682 -0.257 -1.339
H -5.739 1.919 -1.760
H -3.169 3.743 1.138
H -2.102 1.590 1.578
H -3.655 -0.054 2.798
H -3.178 -0.548 5.160
H 0.073 -3.075 3.999
H -0.373 -2.577 1.631
```

ΔE to the lowest compared entry with this formula, charge and spin   0.0 kJ/mol
Orbital gap   6.90 eV
Molar mass   1025.494 g mol⁻¹
Max |F|   1.1 eV/A
HOMO energy   -7.55 eV
Total energy   -119305.2749 eV